w | CH3Cl2OPS | ωB97M-V with the def2-TZVPD basis set

Positions of all 9 atoms, in Å:
C  -1.14  0.60  -0.19
O  2.83  -1.20  0.23
P  -0.03  -1.04  -0.39
S  1.78  -0.27  0.57
Cl  -2.84  0.25  -0.64
Cl  1.81  1.45  -0.71
H  -0.56  1.21  -0.90
H  -1.28  1.06  0.88
H  -0.57  -2.05  1.13

The gap between HOMO and LUMO is 9.2 eV. The spin multiplicity is 1. The calculation puts the LUMO energy at -0.69 eV.

x | CH3Cl2OPS | ωB97M-V with the def2-TZVPD basis set

Positions of all 9 atoms, in Å:
C  0.14  0.66  0.41
O  1.31  0.00  0.88
P  1.29  -0.80  2.27
S  -0.95  -1.20  2.92
Cl  2.64  -2.18  1.86
Cl  2.31  0.42  3.47
H  0.25  1.82  0.60
H  -0.71  0.21  0.91
H  0.04  0.42  -0.72

The gap between HOMO and LUMO is 8.1 eV. The spin multiplicity is 1. As for the structure (SMILES): COP(=S)(Cl)Cl. The calculation puts the LUMO energy at -0.94 eV.

y | CH3Cl2OPS | ωB97M-V with the def2-TZVPD basis set

Positions of all 9 atoms, in Å:
O  -0.53  0.21  1.54
P  -0.93  -0.04  0.06
S  -1.87  -1.77  -0.23
Cl  -1.56  1.79  -0.39
C  1.01  0.16  -0.83
Cl  1.94  -1.00  0.15
H  -0.44  -0.62  2.02
H  1.11  1.28  -0.47
H  1.28  0.00  -1.84

The gap between HOMO and LUMO is 9.6 eV. The spin multiplicity is 1. As for the structure (SMILES): O[P@@](=S)(Cl)CCl. The calculation puts the LUMO energy at 0.22 eV.

z | CH3Cl2OPS | ωB97M-V with the def2-TZVPD basis set

Positions of all 9 atoms, in Å:
C  0.51  -0.39  -0.81
O  1.46  0.51  -0.14
P  2.86  -0.17  0.21
S  1.52  -2.72  1.29
Cl  3.97  -0.11  -1.58
Cl  3.54  1.50  1.09
H  0.93  -1.00  -1.53
H  -0.22  0.31  -1.24
H  0.01  -0.93  0.06

The gap between HOMO and LUMO (alpha / beta) is 7.0 / 7.1 eV. The spin multiplicity is 1. The calculation puts the LUMO energy (alpha / beta) at -2.62 / -2.76 eV.

Relative stability in hartree, measured from the most stable structure: w 0.1333; x 0.0208; y 0.0000; z 0.0927

w | CH4NS | ωB97M-V with the def2-TZVPD basis set

Positions of all 7 atoms, in Å:
S  0.33  0.39  2.04
H  0.01  0.21  3.32
C  0.09  0.05  -1.39
N  -0.66  -0.82  -0.88
H  0.65  0.77  -0.78
H  0.19  0.11  -2.48
H  -0.61  -0.71  0.16

The charge is -1. The gap between HOMO and LUMO is 7.2 eV. The spin multiplicity is 1. The calculation puts the LUMO energy at 4.43 eV.

x | CH4NS | ωB97M-V with the def2-TZVPD basis set

Positions of all 7 atoms, in Å:
S  2.71  -0.75  -1.41
H  2.13  0.25  -2.04
C  -0.60  -0.07  0.62
N  -1.73  0.39  0.23
H  -0.21  -0.98  0.18
H  -0.02  0.41  1.41
H  -2.28  0.74  1.01

The charge is -1. The gap between HOMO and LUMO is 6.6 eV. The spin multiplicity is 1. The calculation puts the LUMO energy at 4.12 eV.

Relative stability in hartree, measured from the most stable structure: w 0.0000; x 0.0344

w | C2H7N4O | ωB97M-V with the def2-TZVPD basis set

Positions of all 14 atoms, in Å:
C  1.12  0.29  -0.14
C  0.39  -0.98  0.20
N  0.33  1.28  0.02
N  2.51  0.42  -0.19
N  -2.63  0.74  -0.27
N  -1.59  0.17  0.28
O  -0.89  -0.87  -0.31
H  0.81  -1.89  -0.18
H  0.26  -1.17  1.28
H  2.96  -0.30  -0.68
H  2.76  1.37  -0.32
H  -3.55  0.52  0.24
H  -2.64  0.69  -1.24
H  -1.28  0.31  1.20

The charge is +1. The gap between HOMO and LUMO (alpha / beta) is 8.5 / 9.2 eV. The spin multiplicity is 1. The calculation puts the LUMO energy (alpha / beta) at -5.98 / -5.01 eV.

x | C2H7N4O | ωB97M-V with the def2-TZVPD basis set

Positions of all 14 atoms, in Å:
C  0.17  -0.71  -0.88
C  0.79  -0.61  1.46
N  -1.70  2.04  1.72
N  0.00  0.57  -1.23
N  0.23  -0.93  0.42
N  0.47  -1.68  -1.78
O  -0.78  1.36  1.36
H  -1.42  2.99  1.96
H  1.81  -0.20  1.41
H  0.27  -0.74  2.46
H  0.03  1.25  -0.53
H  -0.45  0.68  -2.07
H  0.40  -1.41  -2.76
H  0.18  -2.62  -1.56

The charge is +1. The gap between HOMO and LUMO (alpha / beta) is 9.1 / 9.1 eV. The spin multiplicity is 1. The calculation puts the LUMO energy (alpha / beta) at -4.49 / -4.49 eV.

Relative stability in hartree, measured from the most stable structure: w 0.0922; x 0.0000

w | CH3Cl2NO2S | ωB97M-V with the def2-TZVPD basis set

Positions of all 10 atoms, in Å:
C  1.70  -0.32  -0.51
N  -1.63  1.21  -1.24
O  -0.63  2.06  0.60
O  1.87  0.52  -1.22
S  -1.08  0.75  0.11
Cl  1.91  -0.25  1.17
Cl  0.50  -1.66  -0.89
H  -0.17  -1.41  1.59
H  -2.24  0.72  -1.90
H  -0.21  -1.62  2.28

The gap between HOMO and LUMO is 9.6 eV. The spin multiplicity is 1. The calculation puts the LUMO energy at -1.02 eV.

x | CH3Cl2NO2S | ωB97M-V with the def2-TZVPD basis set

Positions of all 10 atoms, in Å:
C  0.99  0.77  -0.64
N  0.42  -1.06  1.32
O  -0.76  -1.23  -1.04
O  -1.37  0.34  0.71
S  -0.18  -0.44  0.01
Cl  -2.50  1.41  -0.13
Cl  -0.14  -2.56  1.78
H  1.81  0.36  -1.26
H  0.32  1.40  -1.09
H  1.40  1.00  0.34

The gap between HOMO and LUMO (alpha / beta) is 8.0 / 8.0 eV. The spin multiplicity is 1. The calculation puts the LUMO energy (alpha / beta) at -1.40 / -1.40 eV.

Relative stability in hartree, measured from the most stable structure: w 0.0000; x 0.0631

w | C3H9N2O | ωB97M-V with the def2-TZVPD basis set

Positions of all 15 atoms, in Å:
C  1.05  -0.13  0.41
C  -1.48  0.72  -0.89
C  -1.29  0.08  0.40
N  1.28  -0.66  -0.74
N  2.06  0.29  1.16
O  -1.57  -1.22  0.60
H  -2.45  0.38  -1.39
H  -0.81  0.26  -1.51
H  -1.38  1.78  -0.90
H  -0.98  0.69  1.26
H  0.48  -0.94  -1.32
H  2.09  -0.75  -1.39
H  1.74  0.79  2.06
H  3.00  0.18  0.76
H  -1.75  -1.49  1.50

The charge is +1. The gap between HOMO and LUMO is 9.6 eV. The spin multiplicity is 1. The calculation puts the LUMO energy at -4.20 eV.

x | C3H9N2O | ωB97M-V with the def2-TZVPD basis set

Positions of all 15 atoms, in Å:
C  -0.09  1.16  1.70
C  -0.91  0.35  0.66
N  -0.07  -0.96  0.29
N  0.64  -1.13  -0.75
C  0.46  -0.27  -1.92
O  1.54  -1.96  -0.71
H  0.83  1.42  1.17
H  -0.54  2.13  1.80
H  -0.17  0.67  2.71
H  -1.84  -0.09  0.89
H  -0.97  0.82  -0.31
H  0.07  -1.61  1.01
H  0.51  0.81  -1.63
H  -0.53  -0.54  -2.30
H  1.07  -0.79  -2.60

The charge is +1. The gap between HOMO and LUMO is 10.8 eV. The spin multiplicity is 1. As for the structure (SMILES): CCN[N+](C)=O. The calculation puts the LUMO energy at -5.53 eV.

y | C3H9N2O | ωB97M-V with the def2-TZVPD basis set

Positions of all 15 atoms, in Å:
C  2.43  0.00  -0.21
N  0.97  -0.21  -0.06
O  0.66  -1.30  0.59
C  0.04  0.62  -0.47
C  -1.53  0.48  -0.15
N  -1.79  -0.94  0.01
H  2.56  1.02  -0.04
H  2.97  -0.31  -1.15
H  2.97  -0.51  0.65
H  -0.48  -1.23  0.55
H  0.33  1.54  -0.83
H  -2.16  0.97  -0.85
H  -1.53  0.98  0.91
H  -1.88  -1.38  -0.88
H  -2.69  -1.05  0.55

The charge is +1. The gap between HOMO and LUMO is 10.6 eV. The spin multiplicity is 1. As for the structure (SMILES): C/[N+](O)=C/CN. The calculation puts the LUMO energy at -4.34 eV.

z | C3H9N2O | ωB97M-V with the def2-TZVPD basis set

Positions of all 15 atoms, in Å:
C  0.49  -1.16  -0.87
C  0.36  -0.09  1.44
C  -0.23  -0.23  0.09
N  -1.62  -0.59  -0.01
N  -0.01  1.47  -0.58
O  -2.43  0.08  -0.62
H  1.21  -0.75  -1.53
H  -0.32  -1.62  -1.43
H  0.95  -1.97  -0.19
H  0.38  0.79  2.04
H  -0.15  -0.82  2.28
H  1.42  -0.48  1.44
H  0.42  2.05  0.21
H  0.54  1.55  -1.45
H  -1.03  1.77  -0.83

The charge is +1. The gap between HOMO and LUMO is 9.4 eV. The spin multiplicity is 1. The calculation puts the LUMO energy at -5.26 eV.

Relative stability in hartree, measured from the most stable structure: w 0.0000; x 0.0512; y 0.0073; z 0.0546

w | C3H9N2O | ωB97M-V with the def2-TZVPD basis set

Positions of all 15 atoms, in Å:
C  1.46  1.29  -0.42
C  -0.17  0.44  0.32
C  -0.43  -0.80  -0.39
N  -0.57  0.69  1.55
N  -1.27  -1.68  0.43
O  1.87  2.55  -0.92
H  1.99  0.93  0.43
H  1.21  0.69  -1.29
H  0.43  -1.35  -0.60
H  -0.89  -0.50  -1.42
H  -0.68  1.56  2.05
H  -0.94  -0.21  2.02
H  1.89  2.56  -1.82
H  -1.19  -2.73  0.20
H  -2.25  -1.49  0.42

The charge is +1. The gap between HOMO and LUMO is 9.9 eV. The spin multiplicity is 1. The calculation puts the LUMO energy at -4.63 eV.

x | C3H9N2O | ωB97M-V with the def2-TZVPD basis set

Positions of all 15 atoms, in Å:
C  0.58  -1.01  -0.24
C  1.72  0.94  0.02
C  -0.43  0.15  -0.32
N  -1.59  0.30  0.61
N  1.51  -0.39  0.69
O  0.34  1.30  -0.36
H  0.17  -1.93  0.30
H  0.97  -1.05  -1.27
H  2.19  1.68  0.60
H  2.30  0.76  -0.96
H  -1.49  0.28  -2.24
H  -1.76  1.32  0.79
H  -2.44  -0.15  0.30
H  -1.75  0.00  1.53
H  2.45  -0.73  0.90

The charge is +1. The gap between HOMO and LUMO (alpha / beta) is 9.0 / 9.2 eV. The spin multiplicity is 1. The calculation puts the LUMO energy (alpha / beta) at -4.95 / -4.64 eV.

Relative stability in hartree, measured from the most stable structure: w 0.0000; x 0.0890